Molecular formula: C18H22ClF2N3O4
Method: DFT, the ωB97M-V functional and the def2-TZVPD basis

Values from the calculation:
spin multiplicity = 1
LUMO level = -0.0042 Eh
relative energy (zero: lowest compared OMol25 entry of this formula, charge and spin) = 6.9 kcal per mole
gap between HOMO and LUMO = 9.10 eV

The geometry in XYZ format:
```
50
Properties=species:S:1:pos:R:3:mulliken_charge:R:1
C 1.332 -0.058 -0.859 -1.087
N 1.091 0.534 0.451 0.230
C -0.144 1.306 0.537 -1.314
C 0.000 2.728 0.009 0.290
C -1.352 3.455 -0.052 -0.724
C -1.727 3.906 -1.460 -0.955
N -0.750 4.812 -2.041 -0.092
C 0.147 4.412 -2.977 0.432
O 0.221 3.283 -3.420 -0.610
C 1.049 5.496 -3.459 0.431
C 0.948 6.844 -3.438 -0.634
C 2.133 7.327 -4.091 0.536
N 2.549 8.573 -4.349 -0.612
C 3.696 8.654 -4.972 0.234
Cl 4.279 10.254 -5.329 -0.188
C 4.490 7.567 -5.375 -0.292
C 4.062 6.283 -5.111 -0.955
C 2.849 6.190 -4.454 0.620
O 2.190 5.068 -4.074 -0.463
C 1.970 0.252 1.442 0.330
O 2.887 -0.543 1.280 -0.717
C 1.793 0.841 2.863 1.492
C 0.908 -0.152 3.625 -1.785
O 1.177 2.125 2.815 -0.422
C 3.192 0.975 3.477 -1.168
C 3.200 1.172 4.966 0.314
F 4.461 1.459 5.388 -0.294
F 2.415 2.254 5.332 -0.310
H 2.334 -0.470 -0.892 0.379
H 0.614 -0.859 -1.052 0.353
H 1.221 0.703 -1.632 0.255
H -0.881 0.772 -0.073 0.498
H -0.518 1.313 1.556 0.317
H 0.702 3.257 0.651 0.173
H 0.443 2.685 -0.988 0.004
H -2.153 2.804 0.312 0.487
H -1.349 4.321 0.615 0.313
H -1.787 3.048 -2.128 0.347
H -2.702 4.397 -1.458 0.386
H -0.636 5.725 -1.633 0.229
H 0.137 7.435 -3.047 0.506
H 5.423 7.754 -5.885 0.414
H 4.633 5.411 -5.400 0.471
H 1.391 -1.128 3.681 0.382
H 0.700 0.204 4.635 0.448
H -0.047 -0.266 3.111 0.361
H 1.273 2.517 3.691 0.365
H 3.771 0.080 3.258 0.360
H 3.696 1.825 3.014 0.359
H 2.842 0.319 5.543 0.300
```